1.
A cluster of 10 separate species, H20O10 in total. Source: OMol25; level of theory: ωB97M-V/def2-TZVPD.

Geometry (Å):
H (-0.09, -0.08, -0.96)
H (-1.21, -0.68, -1.58)
H (3.20, -0.94, -1.56)
H (3.89, -1.98, -0.76)
H (1.92, 2.52, 1.32)
H (2.83, 3.67, 0.57)
H (-3.33, -1.77, 0.78)
H (-4.53, -1.35, 0.09)
H (-0.87, 3.45, 0.12)
H (-0.35, 2.94, -1.22)
H (-1.90, -3.82, 1.59)
H (-1.10, -3.84, 0.27)
H (1.20, -2.67, -1.18)
H (0.30, -3.07, 0.13)
H (4.67, -0.48, 0.80)
H (4.15, 0.60, 0.07)
H (-2.24, 3.24, -0.77)
H (-3.32, 2.64, -1.73)
H (-1.81, 1.18, 2.66)
H (-1.82, 0.50, 1.26)
O (-0.96, -0.29, -0.75)
O (3.01, -1.54, -0.87)
O (2.85, 2.84, 1.17)
O (-3.70, -1.76, -0.17)
O (-0.67, 3.68, -0.81)
O (-1.12, -3.48, 1.20)
O (0.57, -3.27, -0.82)
O (4.79, -0.01, -0.04)
O (-3.11, 2.83, -0.76)
O (-1.25, 0.95, 1.93)

Calculated values
SMILES: O.O.O.O.O.O.O.O.O.O
Calculated total energy in Eh: -764.3177
ΔE to the lowest compared entry with this formula, charge and spin in kJ/mol: 431.05
HOMO-LUMO gap in eV: 10.73

Atom charges from the Mulliken analysis, given in e for atoms 1 to 8: 0.207 0.257 0.312 0.304 0.324 0.329 0.287 0.306

2.
A cluster of 10 separate species, H20O10 in total. Source: OMol25; level of theory: ωB97M-V/def2-TZVPD.

Geometry (Å):
H (-0.21, 0.62, -0.73)
H (-0.92, -0.72, -0.67)
H (2.16, -3.03, -2.21)
H (1.23, -2.38, -1.03)
H (0.96, 2.59, 0.00)
H (0.11, 1.63, 0.72)
H (3.07, 2.56, -4.04)
H (3.22, 3.41, -2.86)
H (1.79, 4.99, 1.62)
H (2.28, 3.56, 1.51)
H (-4.97, 1.95, 0.22)
H (-3.74, 2.80, 0.64)
H (1.80, -2.47, 1.55)
H (3.32, -2.18, 1.76)
H (-2.31, -1.26, 2.94)
H (-1.91, -0.07, 3.85)
H (-0.24, -6.08, -0.90)
H (0.72, -4.89, -0.61)
H (-2.49, -0.06, -1.89)
H (-3.28, -0.35, -0.63)
O (-0.67, 0.06, -1.30)
O (1.94, -3.00, -1.21)
O (0.97, 1.63, 0.36)
O (2.48, 2.97, -3.43)
O (1.68, 4.15, 2.00)
O (-4.67, 2.60, 0.77)
O (2.43, -1.81, 1.75)
O (-2.67, -0.68, 3.58)
O (0.56, -5.83, -0.51)
O (-2.66, -0.72, -1.25)

Calculated values
SMILES: O.O.O.O.O.O.O.O.O.O
Calculated total energy in Eh: -764.2856
ΔE to the lowest compared entry with this formula, charge and spin in kJ/mol: 515.42
HOMO-LUMO gap in eV: 10.02

Atom charges from the Mulliken analysis, given in e for atoms 1 to 8: 0.318 0.362 0.299 0.345 0.349 0.325 0.305 0.321

3.
A cluster of 10 separate species, H20O10 in total. Source: OMol25; level of theory: ωB97M-V/def2-TZVPD.

Geometry (Å):
O (0.71, -0.16, -3.96)
H (0.17, -0.51, -3.25)
H (1.41, 0.32, -3.53)
O (-0.57, 1.81, -1.85)
H (-0.93, 2.58, -2.29)
H (-1.18, 1.11, -2.07)
O (-2.03, 1.10, 0.79)
H (-2.11, 0.15, 0.66)
H (-1.76, 1.44, -0.06)
O (-0.36, -2.10, -1.95)
H (-1.25, -2.38, -2.17)
H (0.13, -2.92, -1.87)
O (-0.41, 0.25, 3.00)
H (-0.90, 0.68, 2.30)
H (-0.96, 0.36, 3.77)
O (1.81, 2.05, 2.21)
H (1.99, 1.47, 2.95)
H (1.03, 1.67, 1.80)
O (3.33, 0.52, -0.01)
H (2.41, 0.53, 0.28)
H (3.69, 1.35, 0.31)
O (1.21, -1.68, 1.98)
H (1.16, -1.10, 1.22)
H (0.73, -1.22, 2.67)
O (-2.70, -1.41, 0.34)
H (-2.07, -2.10, 0.13)
H (-3.55, -1.79, 0.14)
O (0.54, -0.06, -0.19)
H (0.12, -0.72, -0.74)
H (0.33, 0.77, -0.61)

Calculated values
SMILES: O.O.O.O.O.O.O.O.O.O
Calculated total energy in Eh: -764.3891
ΔE to the lowest compared entry with this formula, charge and spin in kJ/mol: 243.81
HOMO-LUMO gap in eV: 9.56

Atom charges from the Mulliken analysis, given in e for atoms 1 to 8: -0.632 0.271 0.348 -0.676 0.276 0.283 -0.738 0.457